# 1
Below is a cluster of 12 separate species, C28H66BF4N5O6 in total, with properties calculated with the ωB97M-V functional and the def2-TZVPD basis.

Output
Energy relative to the best compared isomer or geometry (same formula, charge and spin)   7.4 kcal/mol

Structure (ORCA input):
```
! RIJCOSX wB97M-V def2-TZVPD def2/J DEFGRID3
* xyz 0 1
C 8.08219 3.88209 -2.59243
C 7.06919 2.96109 -3.07943
C 5.77419 2.86509 -2.13443
N 4.70319 2.03609 -2.60543
C 4.97119 0.61009 -2.63343
C 4.03819 2.52509 -3.88543
C 2.60719 1.89909 -3.91743
C 2.20419 1.81209 -2.45143
C 3.53319 2.18509 -1.69743
H 8.68419 3.57609 -1.75843
H 7.66519 4.98009 -2.72143
H 8.86719 3.70709 -3.26343
H 7.56819 1.91109 -3.49343
H 6.88519 3.18009 -4.31143
H 5.57119 3.78109 -2.00943
H 6.20519 2.73409 -1.06643
H 5.73819 0.38809 -3.47743
H 4.43219 -0.23091 -2.71843
H 5.53119 0.46309 -1.71643
H 4.61919 2.48709 -4.90843
H 3.98619 3.57609 -4.07243
H 2.62119 0.97309 -4.41743
H 1.83519 2.40709 -4.58343
H 1.91719 0.79909 -2.07043
H 1.43519 2.58809 -2.18143
H 3.63619 1.68009 -0.88343
H 3.35719 3.28509 -1.42343
B -1.60481 -0.24391 -0.46443
F -1.60281 -1.50091 -1.11143
F -1.40081 -0.46891 0.94957
F -0.54181 0.59809 -0.76643
F -2.91381 0.33509 -0.51543
C -0.76081 0.23109 -4.23643
C 0.07819 0.20209 -5.46043
N 0.75619 0.35109 -6.40043
H -0.11181 0.48609 -3.32443
H -1.72681 0.80609 -4.35643
H -1.22281 -0.63591 -4.02343
C -0.01481 -3.77691 -2.59043
C 0.87619 -2.51391 -2.78243
N 1.73919 -1.61291 -2.96443
H -0.27581 -4.10891 -1.55143
H -0.98681 -3.49891 -3.06643
H 0.36119 -4.70991 -3.24643
C 1.95219 -1.38391 0.84957
C 3.31719 -0.82791 0.58557
N 4.37019 -0.41091 0.44357
H 2.03019 -2.20291 1.53657
H 1.28719 -0.69891 1.23557
H 1.46119 -1.91191 -0.07643
C -2.94981 2.39609 2.37457
C -2.91081 3.59909 3.16657
N -2.99181 4.50109 3.93757
H -2.67981 1.61609 2.88057
H -3.80981 2.26509 1.80757
H -2.08681 2.13709 1.69757
C -5.79081 -0.87691 3.07357
C -5.16181 -1.43091 1.70357
O -5.29681 -0.61991 0.65457
H -5.42781 0.12409 3.43957
H -5.51281 -1.67391 3.81057
H -6.83981 -0.83091 2.85257
H -5.35281 -2.38691 1.35457
H -4.08681 -1.55191 1.95757
H -4.40381 -0.30291 0.43957
C -1.45281 1.21109 5.76557
C -1.23181 -0.08491 5.04957
O 0.18119 -0.47791 5.02457
H -0.66781 1.96609 5.51557
H -1.62681 1.00609 6.64457
H -2.25581 1.71709 5.43557
H -1.43481 -0.10991 3.91357
H -1.76181 -0.99191 5.69857
H 0.40519 -1.29991 4.48757
C -4.97681 0.45009 -2.98143
C -6.40981 0.83209 -2.85043
O -6.70081 1.75609 -3.88143
H -4.82581 -0.20991 -2.40643
H -4.42381 1.45209 -2.59743
H -4.75981 -0.05891 -3.95943
H -6.43081 1.22109 -1.81843
H -7.12481 -0.06491 -2.90943
H -6.38681 1.44209 -4.67343
C 1.10519 -4.09591 5.16157
C 0.44719 -4.20591 3.72157
O 0.20319 -2.88691 3.28557
H 1.89119 -3.28491 5.37057
H 1.64419 -4.93191 5.48057
H 0.35919 -3.76091 5.63757
H -0.53681 -4.84991 3.61757
H 1.11019 -4.56591 2.81657
H -0.38081 -2.83791 2.46357
C 0.63819 2.16709 2.67657
C 1.19419 2.45309 1.30857
O 0.10319 2.93209 0.44757
H 0.09519 2.98309 3.11257
H 1.44619 1.81609 3.36457
H 0.02419 1.30709 2.73057
H 1.85119 1.54909 1.06357
H 1.92719 3.17709 1.29257
H -0.40781 2.23209 0.48457
C -3.24381 -4.68891 1.67457
C -2.45881 -4.12491 0.42057
O -1.35081 -3.44991 0.86157
H -4.24881 -4.97791 1.34957
H -3.20881 -3.91791 2.55857
H -3.03781 -5.67791 2.00957
H -3.04781 -3.40091 -0.20743
H -2.19781 -4.63691 -0.37043
H -1.33681 -2.60491 0.46957
*
```

---

# 2
Below is a structure of composition C28H66N9O10, with properties calculated with the ωB97M-V functional and the def2-TZVPD basis.

Output
Energy relative to the best compared isomer or geometry (same formula, charge and spin)   1026.1 kcal/mol

Structure (ORCA input):
```
! RIJCOSX wB97M-V def2-TZVPD def2/J DEFGRID3
* xyz -1 1
C 24.55632 7.06621 -21.65851
C 24.21857 8.33378 -20.92152
C 23.07899 9.00380 -21.71159
O 23.88737 8.26181 -19.56588
H 25.06921 7.38599 -22.56559
H 23.70258 6.45353 -21.94806
H 25.23185 6.47354 -21.04166
H 25.05504 9.02788 -21.00305
H 23.34779 9.05049 -22.76689
H 22.82063 9.98288 -21.30816
H 22.10845 8.50808 -21.73217
C 23.42016 11.18814 -23.51413
C 23.69158 10.08165 -24.53922
O 22.79998 9.73658 -25.35454
N 24.98318 9.53771 -24.53254
C 25.54728 8.60017 -25.50345
H 22.48769 11.69075 -23.77100
H 24.22398 11.90777 -23.66943
H 23.47973 10.76444 -22.51162
H 25.63722 9.88357 -23.84500
H 26.63702 8.60933 -25.48119
H 25.17956 8.92920 -26.47536
H 25.20300 7.59663 -25.25347
C 27.71657 6.42821 -22.94947
C 27.38055 6.72521 -24.45551
O 28.26671 7.20544 -25.14594
N 26.13885 6.58866 -24.88575
C 24.98361 5.96825 -24.15296
H 28.67872 6.80148 -22.59871
H 27.81534 5.34273 -22.94089
H 26.88959 6.80628 -22.34841
H 25.99626 6.81718 -25.85917
H 24.13791 5.85044 -24.83046
H 24.68579 6.65842 -23.36361
H 25.22076 4.97542 -23.77066
C 22.11853 6.98435 -17.78863
C 21.99518 5.97356 -18.84888
O 21.44702 4.87807 -18.58154
N 22.47155 6.29845 -20.09207
C 22.19342 5.51041 -21.23689
H 21.16830 7.29034 -17.35099
H 22.61111 7.89983 -18.11629
H 22.74182 6.58368 -16.98921
H 23.02818 7.14097 -20.07125
H 23.00743 4.83746 -21.50638
H 21.93287 6.06097 -22.14083
H 21.35686 4.84675 -21.01819
C 20.73858 10.10889 -23.67021
C 21.03716 8.62566 -23.48733
O 20.33429 7.94477 -22.67721
N 22.13783 8.26220 -24.11604
C 22.64250 6.92162 -24.02827
H 21.39484 10.64061 -24.35919
H 20.80811 10.61178 -22.70566
H 19.70595 10.17285 -24.01326
H 22.64607 8.95284 -24.64972
H 23.16083 6.58094 -24.92457
H 21.84169 6.18217 -24.02553
H 23.28856 6.79723 -23.15923
C 27.36983 8.93466 -22.56789
C 27.04644 10.34971 -23.02182
O 26.64721 10.51598 -24.10629
N 27.26875 11.40871 -22.22177
C 27.66973 11.25079 -20.82178
H 26.45568 8.65511 -22.04418
H 28.29272 8.83250 -21.99696
H 27.41905 8.16821 -23.34134
H 27.12713 12.33363 -22.60199
H 27.15977 12.00359 -20.22068
H 28.69870 11.60445 -20.75663
H 27.69226 10.23400 -20.42970
C 23.65938 9.48617 -17.50698
C 24.60200 8.37672 -17.29052
O 25.10331 8.17404 -16.14835
N 24.99686 7.59823 -18.28583
C 26.12721 6.64107 -18.24964
H 22.95095 9.42670 -18.33323
H 24.11712 10.46978 -17.40173
H 23.00953 9.51359 -16.63231
H 24.50270 7.77165 -19.14945
H 25.76970 5.61144 -18.26079
H 26.75865 6.89949 -17.39958
H 26.70925 6.72152 -19.16772
C 28.63230 9.15144 -18.72578
C 27.67475 8.50686 -19.82930
O 28.09096 7.64547 -20.63690
N 26.39569 8.76094 -19.83437
C 25.70546 9.70661 -18.94978
H 29.66740 9.01640 -19.03951
H 28.51746 8.66121 -17.75904
H 28.45912 10.22605 -18.66808
H 25.78352 8.17932 -20.38851
H 25.65758 10.73149 -19.31777
H 25.90255 9.47031 -17.90411
H 24.64383 9.46199 -18.98450
O 24.07426 12.32139 -18.94455
C 24.02065 11.39464 -19.71922
N 23.30095 10.33805 -19.40398
C 24.81248 11.38369 -20.97716
H 22.70469 10.43411 -18.59444
H 23.36852 9.46503 -19.90734
H 24.26751 10.85850 -21.76156
H 25.77249 10.87536 -20.88726
H 24.86950 12.38727 -21.39869
O 19.76703 8.92141 -18.97572
C 20.73772 8.88642 -19.75849
N 21.95360 9.17454 -19.34273
C 20.52737 8.77534 -21.23786
H 22.80411 9.04323 -19.87141
H 22.07680 9.60463 -18.43722
H 19.47089 8.97232 -21.41994
H 20.81677 7.78231 -21.58172
H 21.08753 9.53779 -21.77914
*
```